Entry 1:
Below is a gas-phase ion, C7H7ClF3N2O2 (charge +1) in a non-equilibrium geometry, with properties calculated with ωB97M-V/def2-TZVPD.

Calculated values
- ΔE to the lowest compared entry with this formula, charge and spin: 0.000 eV
- LUMO energy: -4.648 eV
- Charge: +1
- HOMO energy: -13.45 eV
- SMILES: [NH3+][C@@]1(C(F)(F)F)C=CC(Cl)=C([N+](=O)[O-])C1
- Orbital gap: 8.80 eV

Atoms and positions in Å:
C (0.66991, 0.22043, 1.55741)
C (-0.57619, 0.32379, 1.97505)
C (0.85642, -0.19148, 0.07246)
C (-1.63085, 0.37344, 0.95702)
C (-0.01979, 0.69963, -0.84306)
C (-1.41646, 0.55729, -0.36489)
C (0.66202, -1.71314, -0.23348)
N (-2.52797, 0.62926, -1.32426)
N (2.24705, 0.11323, -0.25938)
O (-2.16097, 0.72485, -2.48972)
O (-3.67836, 0.47907, -0.94527)
F (1.53200, -2.45206, 0.47207)
F (-0.52503, -2.07240, 0.00464)
F (0.88170, -1.87791, -1.57394)
Cl (-3.17423, 0.43531, 1.65801)
H (1.43208, 0.28347, 2.32278)
H (-0.78382, 0.54933, 2.97047)
H (0.11945, 1.82475, -0.80712)
H (0.02110, 0.32676, -1.84065)
H (2.51710, 1.06812, -0.26811)
H (2.55603, -0.01545, -1.27575)
H (2.99880, -0.28628, 0.23572)

Atoms 1-2, force components in eV/Å:
C -0.1 -1.2 -0.5
C 0.4 0.5 -2.4

***

Entry 2:
Below is 3 unconnected molecules or ions with the total composition C4H14O2S in a non-equilibrium geometry, with properties calculated with ωB97M-V/def2-TZVPD.

Calculated values
- ΔE to the lowest compared entry with this formula, charge and spin: 0.246 eV
- LUMO energy: 0.444 eV
- HOMO energy: -9.26 eV
- SMILES: CCCCS.O.O
- Orbital gap: 9.70 eV

Atoms and positions in Å:
C (0.26682, -2.15655, 0.35836)
C (-0.18237, -0.77723, 0.86458)
C (1.01288, 0.18084, 0.90043)
C (0.63235, 1.55898, 1.44826)
S (1.89208, 2.83870, 1.15310)
H (1.27310, -2.40143, 0.70452)
H (-0.42439, -2.93726, 0.66116)
H (0.34115, -2.16665, -0.73117)
H (-0.57642, -0.86369, 1.87553)
H (-0.95790, -0.42208, 0.19562)
H (1.45453, 0.24323, -0.09831)
H (1.78045, -0.25500, 1.54632)
H (0.62917, 1.49227, 2.52841)
H (-0.37608, 1.82477, 1.13779)
H (1.71908, 2.91303, -0.17485)
H (-1.60733, 2.27878, -1.43046)
H (-0.65436, 1.14951, -1.05163)
O (-1.51954, 1.32126, -1.43870)
H (-1.79111, -0.94284, -2.14311)
H (-1.46691, -1.24082, -3.59035)
O (-1.44521, -1.63784, -2.71552)

Atoms 1-2, force components in eV/Å:
C 0.2 0.2 -0.2
C 0.9 -0.6 -0.1

***

Entry 3:
Below is 2 unconnected molecules or ions with the total composition C3H9N4 in a non-equilibrium geometry, with properties calculated with ωB97M-V/def2-TZVPD.

Calculated values
- ΔE to the lowest compared entry with this formula, charge and spin: 3.885 eV
- LUMO energy: -2.900 eV
- Charge: +1
- HOMO energy: -13.33 eV
- Orbital gap: 10.43 eV

Atoms and positions in Å:
C (0.12372, -1.52274, -1.23718)
C (-0.06715, 1.86924, 2.76929)
C (-0.48946, 1.71177, 1.43842)
N (-0.77894, 1.59546, -0.96721)
N (-0.65058, 1.71132, 0.28415)
N (0.40299, -0.54823, -2.03434)
N (0.59775, -2.77048, -1.49484)
H (0.42113, 2.72124, 2.93620)
H (-0.81635, 1.64383, 3.66789)
H (0.61376, 1.07303, 3.13707)
H (-0.46572, -1.50369, -0.38124)
H (-1.12798, 2.33110, -1.53757)
H (-0.25005, 0.81082, -1.61891)
H (1.01425, -0.62513, -2.82135)
H (-0.01387, -3.53797, -1.41538)
H (1.45482, -2.91304, -1.96926)

Atoms 1-2, force components in eV/Å:
C 2.3 -0.8 -4.1
C -2.2 -4.5 3.9

***

Entry 4:
Below is a molecular structure, C36H30GeNPdS4, with properties calculated with ωB97M-V/def2-TZVPD.

Calculated values
- Expectation value of S²: 8.811
- LUMO energy (spin up / spin down): -5.220 / -8.630 eV
- Charge: +2
- HOMO energy (spin up / spin down): -11.79 / -12.97 eV
- 2S+1: 6
- Orbital gap (spin up / spin down): 6.57 / 4.34 eV

Atoms and positions in Å:
Pd (0.41643, -0.04930, 0.75615)
S (-0.09107, 0.39707, 3.04232)
C (-1.55679, 1.29040, 2.84907)
C (-1.94536, 2.12897, 3.91049)
C (-3.03271, 2.96765, 3.78830)
C (-3.78360, 2.96195, 2.61757)
C (-3.46336, 2.09563, 1.57388)
C (-2.36146, 1.27101, 1.67639)
S (-2.03505, 0.01543, 0.46120)
C (-2.06698, 0.82904, -1.17289)
C (-0.82594, 0.62237, -2.03167)
C (-0.88418, 0.96408, -3.37531)
C (0.27222, 0.88806, -4.13493)
C (1.45909, 0.48133, -3.54031)
C (1.44148, 0.12790, -2.20299)
C (2.67279, -0.34611, -1.47544)
S (2.80059, 0.29437, 0.22904)
C (3.01162, 2.03014, -0.11322)
C (4.26659, 2.46888, -0.47626)
C (4.48450, 3.81867, -0.76070)
C (3.44201, 4.74181, -0.66840)
C (2.19018, 4.31812, -0.29170)
C (1.94573, 2.95123, -0.00759)
S (0.36806, 2.52387, 0.46228)
N (0.31297, 0.18451, -1.49022)
H (-1.35300, 2.11924, 4.81683)
H (-3.30541, 3.62207, 4.60466)
H (-4.64783, 3.60618, 2.52414)
H (-4.10293, 2.05216, 0.70111)
H (-2.22016, 1.89839, -1.01536)
H (-2.93961, 0.44841, -1.70180)
H (-1.81653, 1.29666, -3.81290)
H (0.25299, 1.15782, -5.18265)
H (2.37982, 0.43213, -4.10617)
H (3.58546, -0.09735, -2.01280)
H (2.64202, -1.43251, -1.34526)
H (5.09085, 1.76817, -0.52715)
H (5.47686, 4.14549, -1.04209)
H (3.61763, 5.78698, -0.88139)
H (1.37087, 5.01969, -0.19992)
C (-1.18458, -2.96426, -1.43233)
Ge (-0.18040, -2.88160, 0.25587)
C (-1.04852, -3.73885, 1.77388)
C (-0.90312, -5.12188, 1.89049)
C (-1.48742, -5.79405, 2.95621)
C (-2.20732, -5.08857, 3.91175)
C (-2.34690, -3.71247, 3.80442)
C (-1.76726, -3.03851, 2.73709)
C (1.67158, -3.34915, -0.06847)
C (2.02205, -3.79804, -1.32170)
C (3.37345, -3.94432, -1.69185)
C (4.36177, -3.58017, -0.82051)
C (4.05310, -3.09707, 0.47589)
C (5.07270, -2.70039, 1.37857)
C (4.75825, -2.25338, 2.62743)
C (3.40788, -2.20668, 3.04585)
C (2.40719, -2.57856, 2.19867)
C (2.69409, -3.01112, 0.87858)
H (-1.29229, -4.01514, -1.71685)
H (-0.69156, -2.44175, -2.25129)
H (-2.19612, -2.57590, -1.30036)
H (-0.33392, -5.68537, 1.15918)
H (-1.37602, -6.86680, 3.04148)
H (-2.65842, -5.61220, 4.74400)
H (-2.90790, -3.16376, 4.55030)
H (-1.88775, -1.96257, 2.66330)
H (1.25983, -4.04270, -2.05357)
H (3.61688, -4.33664, -2.67066)
H (5.40397, -3.66861, -1.10448)
H (6.10702, -2.77442, 1.06486)
H (5.54102, -1.95824, 3.31353)
H (3.17604, -1.90358, 4.05931)
H (1.38182, -2.59344, 2.54717)

Atoms 1-2, force components in eV/Å:
Pd 0.2 0.7 -0.5
S -0.3 0.1 0.4

***

Calculated total energy per entry: -1290.3097; -709.4566; -338.3781; -5241.5599 a.u.